ORCA calculation (ωB97M-V with the def2-TZVPD basis set) on a 14-piece molecular cluster, C88H201N11O14 overall in a non-equilibrium geometry.

The geometry in XYZ format:
```
314
Properties=species:S:1:pos:R:3:mulliken_charge:R:1
C -4.0534 -2.5658 4.2728 -1.73
C -3.7225 -3.8553 3.4365 1.44
C -4.8389 -4.8510 3.8344 -1.13
C -4.7618 -6.1164 3.0073 -0.74
C -4.7881 -5.7115 1.5412 -1.35
C -3.7140 -4.7092 1.0525 1.96
N -3.7447 -3.6041 1.9819 -0.32
O -3.1249 -2.4134 1.5841 2.34
C -2.3461 -5.3189 0.9901 -1.26
C -4.1382 -4.2960 -0.3447 -2.41
C -2.3743 -4.3720 4.0487 -1.67
H -5.0508 -2.1596 4.1043 0.34
H -3.4445 -1.7463 3.8909 0.03
H -3.7991 -2.5399 5.3324 0.31
H -4.6237 -5.2246 4.8355 0.36
H -5.8471 -4.4367 3.8336 0.48
H -5.5147 -6.8696 3.2396 0.48
H -3.8132 -6.6021 3.2360 0.27
H -5.7622 -5.3816 1.1802 0.44
H -4.5916 -6.6851 1.0923 0.41
H -1.5810 -4.5892 0.7252 -0.35
H -2.0619 -5.7788 1.9366 0.46
H -2.3383 -6.0816 0.2115 0.52
H -5.0759 -3.7446 -0.2756 0.56
H -3.3922 -3.6115 -0.7486 0.26
H -4.2621 -5.1472 -1.0143 0.48
H -2.3212 -5.4428 4.2451 0.32
H -2.1260 -3.9417 5.0189 0.37
H -1.5378 -4.1096 3.4011 0.23
H -3.8264 -1.9821 1.0907 -0.62
C 1.8347 -5.7071 1.7130 -2.36
C 3.2798 -5.5955 1.1829 2.30
C 4.2403 -5.6348 2.4558 -1.41
C 5.6730 -5.7804 2.1778 -0.40
C 5.8985 -7.0827 1.4436 -1.22
C 4.9995 -7.2508 0.1191 1.78
N 3.5659 -6.7460 0.3222 0.06
O 2.7377 -6.8669 -0.8970 -0.47
C 5.7436 -6.5840 -1.0990 -1.50
C 4.9765 -8.7936 -0.1692 -2.09
C 3.4412 -4.2770 0.4411 -0.54
H 1.1258 -5.5669 0.8969 0.07
H 1.5748 -4.9339 2.4361 0.45
H 1.6622 -6.6672 2.1992 0.58
H 4.1390 -4.7421 3.0730 0.43
H 3.9708 -6.4836 3.0843 0.37
H 6.2466 -5.7660 3.1045 0.47
H 6.0858 -4.9588 1.5925 0.14
H 5.8066 -7.8997 2.1594 0.40
H 6.9541 -7.0510 1.1740 0.42
H 5.3363 -6.8370 -2.0778 0.22
H 5.8119 -5.4978 -1.0385 0.03
H 6.7428 -7.0183 -1.1294 0.60
H 4.6590 -8.9698 -1.1969 0.34
H 5.9558 -9.2553 -0.0437 0.39
H 4.2702 -9.2328 0.5354 0.49
H 2.7686 -4.2807 -0.4167 -0.64
H 4.4805 -4.2413 0.1146 0.16
H 3.3211 -3.4105 1.0913 0.58
H 3.0744 -6.1553 -1.4464 0.31
C -1.3256 -7.2211 -6.0592 -1.78
C -0.4447 -5.9557 -5.8677 1.62
C -1.0966 -4.6166 -6.3583 -1.55
C -2.1672 -4.0279 -5.3711 -0.74
C -1.5452 -3.8155 -4.0366 -0.52
C -0.8400 -5.1760 -3.3743 1.82
N -0.0312 -5.8342 -4.4232 1.28
O 0.5535 -7.0586 -3.9749 -0.56
C 0.0526 -4.6673 -2.1969 -0.52
C -2.0914 -5.9961 -2.8445 -0.91
C 0.7768 -6.2108 -6.7814 -1.63
H -0.9424 -8.2083 -5.8008 0.34
H -1.7409 -7.2874 -7.0648 0.45
H -2.1656 -7.1320 -5.3704 0.36
H -0.3061 -3.8784 -6.4931 0.31
H -1.6324 -4.8403 -7.2808 0.49
H -3.0810 -4.6113 -5.2584 0.39
H -2.4684 -3.0422 -5.7258 0.22
H -2.3004 -3.3966 -3.3715 0.48
H -0.8289 -2.9944 -4.0636 -0.42
H 0.5887 -3.7565 -2.4635 -0.67
H -0.6708 -4.4044 -1.4251 -0.63
H 0.7795 -5.3174 -1.7100 0.88
H -2.9691 -6.0476 -3.4888 0.41
H -1.9748 -6.9648 -2.3585 0.34
H -2.5214 -5.3690 -2.0635 -0.51
H 0.5899 -6.1547 -7.8538 0.39
H 1.1176 -7.2358 -6.6359 0.42
H 1.6584 -5.6085 -6.5621 0.00
H -0.1713 -7.6745 -3.8448 0.32
C -3.0338 9.1185 -0.5210 -2.02
C -3.6524 7.9931 0.2579 2.01
C -4.0406 6.9069 -0.7171 -1.79
C -4.4884 5.5517 -0.1068 -0.48
C -3.2799 5.0605 0.7411 -0.83
C -2.7657 6.0287 1.7769 2.34
N -2.6480 7.3961 1.1911 0.28
O -1.9998 8.2653 2.1042 -0.45
C -3.7161 5.9659 2.9657 -1.98
C -1.3604 5.5082 2.1776 -1.38
C -4.8627 8.5889 0.9348 -1.68
H -2.4763 9.8461 0.0689 0.36
H -3.6815 9.7625 -1.1158 0.41
H -2.3492 8.7275 -1.2737 0.40
H -4.8345 7.2995 -1.3524 0.57
H -3.2628 6.6629 -1.4406 0.39
H -4.7218 4.7679 -0.8273 0.15
H -5.3550 5.5558 0.5544 0.47
H -2.4930 4.7860 0.0386 0.23
H -3.4958 4.0742 1.1517 -0.26
H -3.7603 4.9530 3.3660 0.38
H -3.3225 6.6071 3.7545 0.45
H -4.7831 6.1416 2.8292 0.20
H -0.6985 5.5965 1.3161 0.59
H -1.0623 6.1983 2.9670 0.60
H -1.4749 4.5111 2.6027 -0.39
H -5.3042 7.9404 1.6915 0.29
H -5.5973 8.9560 0.2181 0.42
H -4.5253 9.4252 1.5470 0.43
H -2.6566 8.3988 2.7916 0.37
C -4.9912 1.3990 -3.6495 -2.20
C -4.5607 2.0881 -4.9173 2.54
C -3.7341 3.3497 -4.5685 -1.89
C -2.3241 2.9851 -4.1267 0.94
C -1.6982 2.1737 -5.3491 -1.60
C -2.4331 0.8147 -5.6896 2.34
N -3.8880 1.1133 -5.8227 0.26
O -4.5993 0.0258 -6.2722 -0.51
C -1.7104 0.2961 -7.0044 -1.99
C -2.2290 -0.2469 -4.5428 0.35
C -5.8669 2.6368 -5.6213 -2.33
H -5.6682 1.9661 -3.0105 0.46
H -4.1415 0.9788 -3.1114 0.13
H -5.6117 0.5383 -3.8990 0.64
H -3.8438 4.0542 -5.3929 0.45
H -4.1854 3.8998 -3.7428 0.40
H -2.4332 2.3497 -3.2478 -0.62
H -1.8746 3.9688 -3.9915 0.50
H -0.6178 2.0953 -5.2282 0.10
H -1.8613 2.8341 -6.2008 0.51
H -2.1154 0.7531 -7.9073 0.46
H -0.6231 0.3089 -6.9286 0.27
H -1.9380 -0.7533 -7.1920 0.36
H -1.2142 -0.6313 -4.6458 0.09
H -2.3474 0.1241 -3.5247 -1.25
H -2.8003 -1.1550 -4.7352 0.11
H -6.3681 3.4905 -5.1651 0.33
H -6.6316 1.8677 -5.7304 0.39
H -5.5926 2.8819 -6.6474 0.57
H -4.7496 -0.5113 -5.4908 0.33
C 8.8482 1.3565 -0.5401 -1.84
C 7.6020 1.8283 0.1600 1.74
C 6.8136 2.7881 -0.7217 -0.62
C 5.9736 2.2057 -1.7786 -0.82
C 4.9583 1.1719 -1.0909 0.93
C 5.6633 0.1018 -0.2340 1.95
N 6.6887 0.7998 0.5906 0.73
O 7.3238 -0.1001 1.4625 -0.56
C 4.5924 -0.7506 0.5676 -1.73
C 6.2970 -0.9291 -1.1985 -1.65
C 8.0077 2.7350 1.3181 -2.10
H 9.3457 0.5076 -0.0711 0.37
H 9.4704 2.1959 -0.8503 0.42
H 8.4123 0.9415 -1.4489 0.39
H 6.0771 3.2751 -0.0826 -0.83
H 7.4452 3.5299 -1.2105 0.94
H 6.6750 1.7841 -2.4985 0.47
H 5.3833 2.9708 -2.2828 -0.08
H 4.4388 0.6326 -1.8830 -0.49
H 4.2875 1.7704 -0.4745 -0.71
H 5.0628 -1.6396 0.9877 0.70
H 4.0448 -0.2125 1.3413 0.56
H 3.7565 -1.1231 -0.0245 -0.29
H 5.5461 -1.4657 -1.7784 -0.01
H 6.9554 -0.4451 -1.9199 0.27
H 6.8639 -1.7592 -0.7771 0.44
H 8.2985 3.7331 0.9906 0.35
H 8.6487 2.1614 1.9876 0.42
H 7.1187 2.9031 1.9260 0.47
H 6.9373 0.0909 2.3202 0.32
C 1.2870 0.7958 2.5503 -1.05
C -0.1912 0.7253 2.0892 2.33
C -0.5987 2.1351 1.5518 -0.64
C -0.2399 2.2384 0.0621 0.26
C -0.6543 1.0730 -0.8658 -0.02
C -0.2933 -0.3429 -0.3048 2.26
N -0.4674 -0.4367 1.1827 1.44
O -0.1476 -1.6862 1.7047 -0.38
C -1.1930 -1.3830 -1.0745 -0.73
C 1.1624 -0.6047 -0.6011 -0.14
C -1.0682 0.4619 3.4153 -1.48
H 1.5262 -0.1699 2.9956 0.55
H 1.4877 1.6382 3.2123 -0.28
H 1.9045 1.0585 1.6914 -0.39
H -1.6835 2.1810 1.6469 -0.37
H -0.1128 2.9168 2.1358 0.51
H 0.8278 2.4496 0.0025 -0.98
H -0.6920 3.1396 -0.3523 0.48
H -0.1353 1.2421 -1.8092 -0.12
H -1.6984 1.2123 -1.1457 -0.73
H -2.2643 -1.2139 -0.9659 0.22
H -0.9865 -1.2906 -2.1408 -0.50
H -0.9697 -2.4111 -0.7894 -0.16
H 1.4785 -0.3928 -1.6225 -0.17
H 1.8257 0.0620 -0.0500 -0.30
H 1.5013 -1.6022 -0.3213 0.02
H -0.7199 -0.4060 3.9754 0.69
H -2.0998 0.2823 3.1127 -0.10
H -1.1676 1.2272 4.1851 -0.45
H -1.0332 -2.0153 1.8746 -0.02
C 4.0621 5.0365 5.5250 -1.69
C 2.9645 4.1250 5.0180 1.43
C 2.4051 3.0968 5.9570 -1.37
O 1.9470 5.0174 4.6344 -0.18
H 3.9818 6.0207 5.0633 0.40
H 5.0551 4.6400 5.3130 0.36
H 3.9497 5.1872 6.5986 0.37
H 3.4492 3.6753 4.1515 -0.21
H 1.6219 2.5126 5.4738 -0.02
H 1.9015 3.6392 6.7572 0.31
H 3.0956 2.4117 6.4489 0.46
H 2.3562 5.5832 3.9755 0.12
C -0.8159 -1.3876 7.4489 -1.03
C -2.1825 -0.7872 7.8399 0.83
C -3.0766 -1.7815 8.5431 -1.35
O -1.9052 0.2263 8.8552 -0.59
H -0.9684 -1.8990 6.4985 0.09
H -0.4556 -2.0676 8.2209 0.38
H -0.0480 -0.6339 7.2742 0.28
H -2.6123 -0.4312 6.9036 0.06
H -3.4772 -2.6263 7.9827 0.32
H -3.9493 -1.1982 8.8366 0.37
H -2.6204 -2.2464 9.4171 0.35
H -2.7238 0.6840 9.0603 0.34
C 4.9313 5.5646 2.0200 -1.31
C 3.7325 5.8510 1.1921 0.29
C 3.4330 4.5206 0.4966 -0.74
O 2.7025 6.2879 2.0580 -0.44
H 5.2883 6.5182 2.4092 0.45
H 5.7388 5.1424 1.4218 0.33
H 4.8755 4.9189 2.8963 0.02
H 3.8637 6.5922 0.4037 0.45
H 4.0185 4.4213 -0.4174 0.02
H 2.4668 4.4117 0.0039 0.23
H 3.6275 3.6157 1.0723 0.30
H 2.2291 6.9179 1.5098 0.29
C -1.2187 3.6059 5.7887 -0.61
C -1.5230 5.0092 6.2659 1.30
C -2.1128 5.0404 7.6878 -1.39
O -3.3686 4.3962 7.8138 -0.26
C -4.4387 5.2362 7.4199 -0.56
N -0.2419 5.7263 6.2658 -0.68
H -2.1655 3.0683 5.7381 0.55
H -0.6175 3.1477 6.5740 0.21
H -0.6394 3.5771 4.8658 -0.07
H -2.2114 5.6277 5.6900 -0.55
H -2.1199 6.0089 8.1879 0.45
H -1.4019 4.4292 8.2437 0.35
H -4.5996 6.1063 8.0564 0.35
H -5.3691 4.6738 7.4984 0.27
H -4.3170 5.6614 6.4236 0.11
H 0.3810 5.1139 6.7728 0.35
H 0.1949 5.6216 5.3612 0.21
C 4.9735 -3.7674 -3.6680 -1.72
C 3.4288 -3.9873 -3.6096 2.11
C 2.7550 -3.6099 -4.9774 -0.61
O 2.7595 -2.2532 -5.4544 -0.52
C 2.0776 -1.2923 -4.5829 0.23
N 3.1551 -5.3350 -3.1595 0.18
H 5.4328 -2.8356 -3.9979 0.31
H 5.3095 -4.5259 -4.3751 0.48
H 5.5465 -3.9716 -2.7635 0.18
H 2.8793 -3.4263 -2.8537 -0.84
H 1.7001 -3.8113 -4.7909 -0.18
H 3.1776 -4.2841 -5.7224 0.50
H 1.1514 -1.7724 -4.2669 -0.38
H 1.8346 -0.3672 -5.1055 0.67
H 2.5747 -0.9354 -3.6809 -0.33
H 2.1641 -5.5098 -3.0730 -0.63
H 3.4810 -5.9067 -3.9258 0.35
C -4.9615 1.6188 0.4439 -0.54
C -6.1063 0.5928 0.7365 0.13
C -6.9178 0.1891 -0.5713 0.07
O -8.1683 0.7620 -0.4642 -0.50
C -8.2887 1.9687 -1.1180 -0.42
N -5.3598 -0.5158 1.2596 -0.36
H -5.3380 2.5820 0.0995 -0.14
H -4.3480 1.2897 -0.3948 -0.14
H -4.2577 1.8227 1.2509 0.37
H -6.7985 0.9415 1.5029 0.35
H -7.0087 -0.8946 -0.4982 0.27
H -6.3561 0.3955 -1.4824 -0.22
H -9.3198 2.3187 -1.1682 0.33
H -8.0880 1.7656 -2.1700 0.20
H -7.5184 2.6378 -0.7346 0.10
H -5.9355 -1.2323 1.6783 0.22
H -4.9259 -0.1054 2.0741 0.03
C 1.6132 2.9462 -3.0993 0.11
C 2.8155 3.8252 -3.3946 2.17
C 3.7495 3.1986 -4.4876 -1.65
O 4.1258 1.8862 -4.0804 0.42
C 4.6626 1.0450 -5.0580 -0.97
N 2.3261 5.2164 -3.7796 -0.87
H 0.8867 3.4860 -2.4918 0.27
H 2.0327 2.0758 -2.5948 -0.18
H 1.1380 2.7695 -4.0642 -0.44
H 3.4784 4.0268 -2.5531 -0.77
H 4.6565 3.7762 -4.6658 0.37
H 3.2591 3.0970 -5.4557 0.62
H 4.2289 1.2646 -6.0336 0.47
H 4.5195 -0.0204 -4.8782 0.04
H 5.7221 1.2230 -5.2422 0.27
H 1.5201 5.6246 -3.3281 0.20
H 3.0996 5.8493 -3.6335 0.29
```

Calculated values
Charge ... 0
Kohn-Sham gap ... 7.94 eV
Electronic energy ... -5128.604971 Ha
HOMO ... -7.740 eV